[1]
Formula: BrClH2O2Si
Source: the OMol25 dataset
Level of theory: ωB97M-V with the def2-TZVPD basis set

Element x y z (Å)
Br 0.6197 -0.1748 2.8236
Cl -1.2146 1.3051 -2.6201
Si 0.3223 -0.1238 0.6042
O 0.7536 1.1589 -0.0469
O -0.0301 -1.6203 0.2075
H -0.4883 1.8242 -1.7719
H 0.0374 -2.3694 0.8036

Values from the calculation:
charge	0
F_max	0.048	hartree/bohr
orbital gap	10.32	eV
energy above the lowest of the compared OMol25 structures with the same formula, charge and spin	66.0	kcal per mole
E_HOMO	-11.069	eV

Results of the Mulliken charge analysis, in e, for atoms 1 through 5: number 1, Br, carries -0.206; number 2, Cl, carries -0.268; number 3, Si, carries 0.803; number 4, O, carries -0.534; number 5, O, carries -0.413

[2]
Formula: C3H7BrClN
Source: the OMol25 dataset
Level of theory: ωB97M-V with the def2-TZVPD basis set

Element x y z (Å)
Br -4.2509 0.6662 0.0816
Cl -0.8326 -2.4248 0.0027
N -0.7034 -0.7260 0.1913
C 1.7706 -0.8298 0.1893
C 0.4261 -0.1728 0.1834
C 0.2210 1.3158 -0.0583
H 2.0777 -0.7367 1.1801
H 0.2211 1.5650 -1.0733
H -3.1218 -0.1728 -0.5104
H 2.4033 -0.3530 -0.5491
H 1.5851 -1.7564 -0.2042
H -0.8340 1.7240 0.1060
H 1.0378 1.9015 0.4609

Values from the calculation:
charge	0
F_max	0.063	hartree/bohr
orbital gap	10.70	eV
energy above the lowest of the compared OMol25 structures with the same formula, charge and spin	3.3	kcal per mole
E_HOMO	-9.923	eV

Results of the Mulliken charge analysis, in e, for atoms 1 through 5: number 1, Br, carries -0.253; number 2, Cl, carries -0.163; number 3, N, carries -0.269; number 4, C, carries -1.237; number 5, C, carries 0.719

[3]
Formula: C4H8N2O2S
Source: the OMol25 dataset
Level of theory: ωB97M-V with the def2-TZVPD basis set

Element x y z (Å)
S -0.8910 1.7590 3.1576
O -0.0019 2.6492 -0.5186
O 1.3062 3.3092 1.3594
N -0.5880 0.1116 0.1299
N 0.3073 2.6204 0.9052
C -0.3586 1.9412 1.7027
C 0.2967 -0.6758 -0.2956
C -1.8708 0.0758 -0.5002
C 1.6653 -0.7442 0.3321
H 0.0383 -1.4539 -0.9354
H 1.8982 -1.8253 0.5703
H 2.4663 -0.4644 -0.3427
H -1.8602 -0.8252 -1.1169
H -2.1713 0.9995 -1.0515
H 0.3803 3.4270 -0.9839
H 1.7513 -0.2599 1.3045
H -2.3956 -0.0353 0.3862

Values from the calculation:
charge	0
F_max	0.074	hartree/bohr
orbital gap	7.15	eV
energy above the lowest of the compared OMol25 structures with the same formula, charge and spin	163.2	kcal per mole
E_HOMO	-7.963	eV

Results of the Mulliken charge analysis, in e, for atoms 1 through 5: number 1, S, carries -0.263; number 2, O, carries -0.415; number 3, O, carries -0.676; number 4, N, carries -0.108; number 5, N, carries 0.591

[4]
Formula: C39H47N5NiO2S2Si
Source: the OMol25 dataset
Level of theory: ωB97M-V with the def2-TZVPD basis set

Element x y z (Å)
Ni -0.7502 -1.7527 -0.5928
S -0.6154 -0.6070 1.6661
S 1.3076 -0.4708 -0.7699
Si -2.2733 -0.2390 -1.3969
O 1.4941 -5.2904 -0.9502
O 0.8881 -4.5482 1.8765
N 1.2224 0.8377 2.9508
N 0.2877 -2.3784 -2.5029
N -2.0567 -2.9314 0.7527
N 2.5678 1.4426 0.5809
N 0.3061 -3.4980 -0.1033
C 3.3795 1.7161 -0.5817
C -2.7273 -1.4258 -4.1037
C 7.1590 1.6427 -0.2723
C -1.7605 3.7938 3.8423
C -4.0103 -2.4385 -2.2688
C -3.2943 -2.6630 1.1451
C 5.0328 -0.1310 -0.2123
C -0.4159 1.6192 -2.8854
C -2.8938 -3.4235 3.3745
C -1.1933 2.3448 -0.6515
C 1.0419 -4.1602 -1.0101
C 1.1990 -3.3222 -2.2544
C -2.7173 2.3924 -2.6120
C -1.6033 1.6045 -1.9266
C 4.7940 1.2247 -0.4050
C 0.1810 2.8355 5.5661
C 0.4547 0.7509 4.1722
C 1.5970 0.4871 0.6076
C -0.4028 4.0694 5.7989
C -1.1762 2.5631 3.6092
C 0.1192 -3.9366 1.1632
C -1.2516 -3.5245 1.6441
C 0.5014 -1.5975 -3.5603
C -4.6535 -0.2196 -3.1394
C 2.6793 2.3219 1.7158
C -3.4632 -1.1156 -2.8043
C 5.8641 2.1077 -0.4261
C 6.3260 -0.5943 -0.0552
C -1.3747 4.5491 4.9380
C 0.8239 0.2944 1.7693
C -3.6023 0.3155 -0.0507
C 2.3251 -3.5249 -3.0465
C 2.5002 1.5040 2.9915
C 7.3910 0.2919 -0.0841
C -1.6358 -3.8061 2.9493
C -3.7444 -2.8545 2.4422
C -0.2056 2.0717 4.4747
C 2.5456 -2.6971 -4.1307
C 1.6084 -1.7075 -4.3869
H 3.3706 2.7945 -0.7721
H 7.9870 2.3359 -0.2963
H 3.3129 0.7663 3.0643
H -4.7417 -2.5444 2.7134
H -2.8555 2.0506 -3.6338
H -5.4071 -0.8136 -3.6562
H -0.2360 -0.8385 -3.7493
H -4.5257 -0.2431 -0.1462
H 2.9998 -4.3231 -2.7755
H -3.8593 1.3643 -0.1600
H 6.5063 -1.6488 0.0892
H 8.4007 -0.0696 0.0428
H 0.4161 1.0369 -2.5026
H -4.7468 -2.2738 -1.4870
H 0.9372 2.4592 6.2412
H -2.4293 3.4432 -2.6523
H -0.3871 1.8227 -0.1477
H -4.3674 0.5907 -3.7988
H 3.4272 -2.8117 -4.7452
H -0.8467 3.3490 -0.8974
H -1.4668 1.9679 2.7563
H -0.0711 2.6439 -3.0292
H 5.6823 3.1623 -0.5791
H -0.9172 -4.2924 3.5915
H -3.2314 0.1759 0.9596
H -3.2108 -3.0678 -1.8839
H -5.1166 0.2040 -2.2557
H -1.9821 -2.1985 -3.9420
H -3.9615 -2.2676 0.4000
H 2.5359 2.1563 3.8652
H 1.1237 0.4629 4.9900
H -2.5179 4.1677 3.1685
H -0.0947 4.6587 6.6496
H -0.7036 1.2308 -3.8595
H -2.2535 -0.5384 -4.5160
H -0.3010 -0.0276 4.0404
H -3.4299 -1.7969 -4.8510
H -3.2065 -3.5740 4.3975
H 1.7330 -1.0197 -5.2092
H -4.5116 -2.9738 -3.0756
H 1.9015 3.0992 1.6711
H -2.0217 2.4341 0.0430
H 4.1996 -0.8182 -0.2013
H 3.6618 2.7975 1.7026
H -1.8238 5.5151 5.1150
H 2.9196 1.2091 -1.4339
H -3.6660 2.3205 -2.0920

Values from the calculation:
charge	0
F_max	0.076	hartree/bohr
orbital gap (alpha / beta)	4.67 / 6.26	eV
energy above the lowest of the compared OMol25 structures with the same formula, charge and spin	15.4	kcal per mole
E_HOMO (alpha / beta)	-6.354 / -7.700	eV
2S+1	3

Results of the Mulliken charge analysis, in e, for atoms 1 through 5: number 1, Ni, carries 0.365; number 2, S, carries 0.029; number 3, S, carries 0.421; number 4, Si, carries 0.315; number 5, O, carries -0.691

[5]
Formula: C4H6O
Source: the OMol25 dataset
Level of theory: ωB97M-V with the def2-TZVPD basis set

Element x y z (Å)
O -0.5840 2.4634 0.4676
C 0.0174 0.2756 0.4357
C -0.6816 -0.9526 -0.1147
C 0.8048 -0.9442 -0.0664
C -0.0001 1.6179 -0.1835
H 1.3353 -1.6301 0.5920
H -0.3358 0.7067 1.3959
H -1.1878 -1.5569 0.6343
H 1.2932 -0.8622 -1.0431
H -1.1896 -0.8986 -1.0710
H 0.5278 1.9003 -1.1102

Values from the calculation:
charge	0
F_max	0.044	hartree/bohr
orbital gap	10.89	eV
energy above the lowest of the compared OMol25 structures with the same formula, charge and spin	25.9	kcal per mole
E_HOMO	-9.888	eV

Results of the Mulliken charge analysis, in e, for atoms 1 through 5: number 1, O, carries -0.490; number 2, C, carries -0.001; number 3, C, carries -0.430; number 4, C, carries -0.578; number 5, C, carries -0.140

[6]
Formula: C12H18CuGeNO6S2Se2
Source: the OMol25 dataset
Level of theory: ωB97M-V with the def2-TZVPD basis set

Element x y z (Å)
Se -0.0377 2.2726 2.0084
Se -2.2640 -2.8821 -0.4773
Ge -1.2937 5.2825 1.5623
Cu -0.8861 -1.1626 -1.1634
S 1.5480 0.5062 -1.6501
S -1.9113 1.1025 -2.3251
O 1.6585 -0.2261 -2.8820
O 0.6070 -0.1408 -0.6787
O -2.2441 0.9806 -0.9139
O 2.7680 0.8476 -0.9704
O -1.3319 -0.2000 -2.7906
O -2.9364 1.5897 -3.2007
N -0.7051 -5.1585 -1.6403
C -0.0900 4.6360 -2.8221
C 0.7696 2.0818 -2.0708
C -0.9775 3.5721 -2.8058
C 1.2299 4.4292 -2.4581
C -1.9153 6.4797 0.1352
C -1.2834 -4.2597 -1.2067
C 1.8002 2.8326 1.7314
C -0.8281 3.5587 0.7829
C -2.7280 5.0434 2.8733
C 1.6496 3.1592 -2.0923
C 0.2399 6.1019 2.4660
C -0.5692 2.2984 -2.4264
H -0.0325 7.0870 2.8491
H -1.1254 6.6443 -0.5995
H -2.9938 5.9994 3.3275
H -1.7191 3.0642 0.3953
H 2.4322 2.0701 2.1811
H 1.9385 5.2477 -2.4595
H -2.0119 3.7181 -3.0835
H -3.6163 4.6261 2.3976
H -2.4062 4.3609 3.6603
H -0.4361 5.6189 -3.1157
H 2.0101 2.8594 0.6636
H 2.0041 3.7989 2.1866
H 0.5568 5.4812 3.3047
H -0.1410 3.6766 -0.0554
H 1.0824 6.2179 1.7826
H -2.2151 7.4466 0.5433
H -2.7720 6.0423 -0.3796
H 2.6770 2.9780 -1.8071

Values from the calculation:
charge	-1
F_max	0.006	hartree/bohr
orbital gap (alpha / beta)	7.96 / 5.93	eV
energy above the lowest of the compared OMol25 structures with the same formula, charge and spin	0.0	kcal per mole
E_HOMO (alpha / beta)	-5.489 / -5.488	eV
2S+1	2

Results of the Mulliken charge analysis, in e, for atoms 1 through 5: number 1, Se, carries 0.046; number 2, Se, carries 0.082; number 3, Ge, carries 0.609; number 4, Cu, carries -0.081; number 5, S, carries 1.966

[7]
Formula: C29H48ClFeN3O9SSi
Source: the OMol25 dataset
Level of theory: ωB97M-V with the def2-TZVPD basis set

Element x y z (Å)
Fe -0.0404 -1.5158 -0.9897
Cl -2.7510 1.9948 -3.9153
S -1.3962 -1.2637 1.1377
Si -1.9943 0.3292 2.2946
O 1.7576 -1.6572 0.6443
O -0.0436 0.5240 -1.6105
O -0.8113 1.3320 2.8606
O 0.6150 -4.6726 -3.5303
O -2.7359 -0.2199 3.6648
O 0.1782 -2.6138 -2.7838
O -3.1219 1.3336 1.6221
O 2.0623 -0.9594 -1.8993
O -2.0305 -0.3424 -2.0800
N 4.3497 -0.4840 -4.4349
N -1.6538 -3.3317 -1.0936
N 3.5964 -0.0538 -3.3337
C 5.4362 1.2760 -2.4696
C -4.5158 1.1596 1.3629
C 5.8953 2.3042 -1.6591
C 0.0176 -3.8769 -2.7997
C -4.8875 2.1641 0.2792
C -1.2315 0.6006 -2.0577
C 1.1684 2.5926 3.0299
C 3.1717 1.7146 -1.7405
C -0.1947 2.5082 2.3515
C -2.4588 0.1520 5.9890
C -2.2572 -0.8467 4.8518
C 4.0759 0.9899 -2.5126
C -1.0590 3.7074 2.7306
C 3.6532 2.7189 -0.9161
C 4.2646 -2.4012 -6.0214
C 4.4538 0.5170 -5.4904
C -1.6300 1.9912 -2.5244
C 2.8736 -2.1193 -3.8972
C -4.8329 -0.2546 0.8910
C -5.2777 1.4795 2.6483
C -0.7841 -1.2395 4.7622
C -1.0408 -4.4249 -1.8276
C 2.7217 -1.0585 -2.9227
C 2.4734 -3.7919 -0.1965
C -3.1166 -2.0880 5.0652
C -0.0235 2.4168 0.8452
C 5.0078 3.0247 -0.8750
C 1.4762 -2.7039 0.1238
C 3.8100 -1.7209 -4.7771
H -5.0999 2.5161 2.9420
H 2.2988 -3.0324 -3.9142
H 1.6891 3.5096 2.7442
H -4.5586 3.1633 0.5696
H 6.1249 0.6842 -3.0581
H -0.9953 2.3768 0.3529
H -6.3516 1.3348 2.5061
H 3.8259 -3.3951 -6.0661
H -0.6122 4.6352 2.3647
H 6.9548 2.5256 -1.6287
H -0.5364 -5.0900 -1.1239
H -3.5134 0.4224 6.0676
H -4.2373 -0.5106 0.0144
H -2.9801 -2.7741 4.2285
H 2.1167 1.4740 -1.7643
H 5.2115 0.1977 -6.2034
H -1.1564 3.7700 3.8161
H 3.4984 0.6668 -6.0050
H 0.5165 3.2903 0.4693
H -0.1639 -0.3621 4.5795
H 0.5267 1.5174 0.5728
H -4.1702 -1.8074 5.1147
H -1.7477 -5.0384 -2.3952
H 4.7694 1.4605 -5.0520
H 2.2141 -4.2582 -1.1460
H 5.3690 3.8147 -0.2292
H -2.3095 -2.7986 -1.6566
H -1.8857 1.0566 5.7821
H -4.4164 1.8949 -0.6648
H -2.1124 -3.5992 -0.2320
H -2.1297 -0.2648 6.9440
H -5.9680 2.1807 0.1223
H -0.6195 -1.9421 3.9468
H 3.4789 -3.3669 -0.2332
H 1.7809 1.7370 2.7433
H 2.9526 3.2627 -0.2956
H -2.1403 2.4878 -1.7028
H -0.7479 2.5612 -2.7986
H 2.4223 -4.5539 0.5842
H -2.8453 -2.6010 5.9908
H -2.0539 3.5974 2.2991
H -4.6125 -0.9845 1.6710
H -0.4717 -1.6990 5.7038
H -5.8946 -0.3215 0.6381
H 1.0437 2.5833 4.1141
H 3.9485 -1.8521 -6.9110
H -4.9339 0.8312 3.4530
H 5.3519 -2.4906 -6.0502

Values from the calculation:
charge	-1
F_max	0.015	hartree/bohr
orbital gap (alpha / beta)	7.34 / 7.30	eV
energy above the lowest of the compared OMol25 structures with the same formula, charge and spin	8.4	kcal per mole
E_HOMO (alpha / beta)	-4.977 / -4.973	eV
2S+1	6

Results of the Mulliken charge analysis, in e, for atoms 1 through 5: number 1, Fe, carries 2.358; number 2, Cl, carries -0.251; number 3, S, carries -0.653; number 4, Si, carries -1.213; number 5, O, carries -0.368

[8]
Formula: C6H7NO3
Source: the OMol25 dataset
Level of theory: ωB97M-V with the def2-TZVPD basis set

Element x y z (Å)
O -2.3438 0.2159 1.0816
O 1.1387 -0.4426 -1.6488
O -0.4336 1.1690 1.7457
N -0.4613 -2.6708 -1.0238
C -0.5383 -0.4771 -0.0469
C 0.9023 1.5953 1.2464
C -0.9880 -1.7943 -0.2086
C -1.1042 0.3298 0.9808
C 0.6133 0.1281 -0.7029
C 0.9938 1.5590 -0.2421
H 1.7414 0.9499 1.4868
H 0.9960 2.6136 1.6306
H 1.9256 1.8533 -0.7451
H 0.2457 2.1874 -0.6881
H -1.1395 -2.9618 -1.6542
H 0.3698 -2.2301 -1.4834
H -1.9180 -2.0246 0.2721

Values from the calculation:
charge	0
F_max	0.105	hartree/bohr
orbital gap	9.03	eV
energy above the lowest of the compared OMol25 structures with the same formula, charge and spin	21.7	kcal per mole
E_HOMO	-8.965	eV

Results of the Mulliken charge analysis, in e, for atoms 1 through 5: number 1, O, carries -0.638; number 2, O, carries -0.720; number 3, O, carries -0.336; number 4, N, carries -0.475; number 5, C, carries 0.191

> Look up the energy above the lowest of the compared OMol25 structures with the same formula, charge and spin of the seventh one.

8.4 kcal per mole